Entry 1:
A cluster of 12 separate species, C5H33NO12 in total, computed with ωB97M-V with the def2-TZVPD basis set.

- Molar mass: 299.314 g mol⁻¹
- Spin multiplicity: 1
- Gap between HOMO and LUMO: 9.205 eV
- HOMO: -9.10 eV
- Largest force on an atom: 10.36 eV/A
- Charge: 0
- Structure (SMILES): CN[C@H](C)CC=O.O.O.O.O.O.O.O.O.O.O.O
- Electronic energy: -1167.787828 Ha

Each line ends with the Mulliken charge.
CARTESIAN COORDINATES (ANGSTROEM)
C (1.781, -1.994, 3.344)  -0.99
N (1.094, -1.346, 2.151)  -0.02
C (1.916, -1.226, 0.962)  -0.02
C (3.142, -0.120, 1.136)  -1.56
C (1.039, -0.642, -0.106)  -0.11
C (1.645, -0.964, -1.485)  -0.30
O (2.156, -0.200, -2.228)  -0.56
H (2.657, -2.532, 3.061)  0.38
H (0.892, -2.577, 3.835)  0.29
H (2.100, -1.349, 4.176)  0.29
H (0.775, -0.454, 2.391)  0.08
H (2.266, -2.275, 0.740)  0.62
H (2.822, 0.724, 1.853)  0.26
H (3.943, -0.704, 1.544)  0.43
H (3.415, 0.284, 0.164)  0.49
H (0.021, -1.127, -0.292)  -0.04
H (0.944, 0.329, 0.116)  0.40
H (1.259, -1.922, -1.872)  0.46
O (3.587, -1.918, -1.284)  -0.56
H (3.974, -1.058, -1.317)  0.31
H (3.553, -2.253, -2.074)  0.28
O (-1.796, -3.308, -2.166)  -0.61
H (-1.511, -3.460, -1.251)  0.34
H (-2.083, -2.538, -2.341)  0.25
O (0.199, 1.740, 3.055)  -0.69
H (-0.541, 1.325, 2.581)  0.50
H (0.061, 2.458, 3.752)  0.28
O (0.901, 4.269, 1.287)  -0.71
H (0.406, 3.634, 1.804)  0.36
H (1.853, 4.032, 1.235)  0.31
O (-1.167, -3.599, 0.903)  -0.71
H (-0.453, -2.994, 1.020)  0.31
H (-1.794, -3.244, 1.559)  0.31
O (-4.250, -0.460, -0.028)  -0.60
H (-4.277, -0.004, -0.856)  0.27
H (-4.159, -1.442, 0.050)  0.31
O (-2.370, -0.175, -2.042)  -0.50
H (-2.928, 0.623, -2.184)  0.30
H (-1.456, 0.014, -2.197)  0.25
O (-0.073, 1.812, -2.799)  -0.61
H (0.764, 2.027, -3.256)  0.27
H (-0.810, 2.064, -3.376)  0.27
O (-1.507, 0.748, 1.457)  -0.58
H (-1.550, 0.608, 0.560)  0.18
H (-1.887, -0.054, 1.816)  0.29
O (-3.552, 2.245, -1.031)  -0.69
H (-2.969, 3.060, -0.798)  0.34
H (-3.338, 1.794, -0.211)  0.27
O (-0.452, 3.706, -0.959)  -0.57
H (-0.080, 3.127, -1.511)  0.28
H (-0.071, 4.100, -0.214)  0.44

=====

Entry 2:
A cluster of 12 separate species, C46H86BrCl22F4NO5Si in total, computed with ωB97M-V with the def2-TZVPD basis set.

- Molar mass: 1697.144 g mol⁻¹
- Spin multiplicity: 1
- Gap between HOMO and LUMO: 9.577 eV
- HOMO: -9.73 eV
- Largest force on an atom: 8.68 eV/A
- Charge: 0
- Structure (SMILES): CC(=O)OCCCCC[C@@]1(OC[C@H](C)C(C)C)[C@H](CCO[Si](C)(C)C)C(=O)N[C@]1(Br)C(F)(F)C(F)F.ClCCCl.ClCCCl.ClCCCl.ClCCCl.ClCCCl.ClCCCl.ClCCCl.ClCCCl.ClCCCl.ClCCCl.ClCCCl
- Electronic energy: -15622.112550 Ha

Each line ends with the Mulliken charge.
CARTESIAN COORDINATES (ANGSTROEM)
C (-5.940, 3.316, 0.856)  -0.70
C (-5.946, 1.856, 0.045)  0.64
O (-6.530, 0.813, 0.646)  -0.57
O (-5.335, 1.867, -1.293)  -0.16
C (-4.480, 0.659, -1.505)  -0.28
C (-3.122, 1.001, -2.366)  -0.22
C (-1.857, 1.542, -1.463)  -0.43
C (-1.209, 0.330, -0.509)  0.91
C (-1.119, 0.953, 1.001)  -1.44
C (-0.235, 0.048, 2.069)  1.28
O (1.179, 0.174, 1.690)  -0.22
C (1.644, -0.937, 0.849)  -0.68
C (2.824, -0.327, -0.168)  0.30
C (2.829, 1.310, -0.251)  -0.55
C (2.820, -1.075, -1.653)  0.37
C (4.349, -1.578, -2.099)  -0.70
C (2.300, -0.101, -2.875)  -0.75
C (-0.494, 0.926, 3.470)  -0.06
C (0.757, 1.158, 4.497)  -0.11
C (0.631, 2.489, 5.458)  -0.47
O (-0.697, 2.698, 6.052)  -0.37
Si (-0.724, 2.364, 7.777)  0.68
C (-2.511, 1.641, 8.152)  -0.87
C (0.521, 1.022, 8.372)  -0.86
C (-0.640, 4.026, 8.809)  -0.87
C (-1.948, 0.411, 4.023)  -0.54
O (-2.866, 0.963, 4.820)  -0.52
N (-2.110, -0.933, 3.348)  -0.24
C (-0.832, -1.378, 2.609)  -0.33
Br (-1.568, -2.727, 1.331)  0.01
C (0.025, -2.307, 3.648)  0.85
F (1.422, -1.877, 3.882)  -0.30
F (0.118, -3.675, 3.014)  -0.23
C (-0.667, -2.541, 5.116)  0.66
F (0.339, -3.319, 5.931)  -0.33
F (-1.895, -3.386, 5.096)  -0.29
H (-6.144, 4.133, 0.015)  0.23
H (-6.857, 3.312, 1.584)  0.22
H (-4.918, 3.504, 1.412)  0.21
H (-5.136, -0.055, -2.202)  0.11
H (-4.297, 0.058, -0.515)  0.24
H (-2.814, 0.023, -2.948)  0.30
H (-3.414, 1.866, -3.124)  -0.16
H (-2.314, 2.350, -0.715)  0.20
H (-1.034, 2.117, -2.080)  0.41
H (-0.170, 0.081, -1.008)  -0.79
H (-1.986, -0.570, -0.619)  0.02
H (-0.565, 2.004, 0.899)  0.33
H (-2.209, 1.186, 1.357)  0.26
H (0.821, -1.448, 0.192)  0.14
H (2.185, -1.808, 1.441)  0.15
H (3.867, -0.636, 0.323)  0.41
H (3.025, 1.799, 0.820)  0.34
H (3.793, 1.606, -0.890)  0.06
H (1.918, 1.784, -0.816)  -0.15
H (2.171, -2.070, -1.637)  0.28
H (4.365, -2.668, -2.530)  -0.18
H (4.750, -0.856, -2.952)  0.27
H (5.125, -1.519, -1.225)  0.35
H (3.111, 0.725, -3.095)  0.24
H (2.204, -0.741, -3.870)  0.16
H (1.253, 0.376, -2.652)  0.01
H (-0.701, 2.037, 3.084)  0.64
H (0.774, 0.211, 5.224)  -0.15
H (1.817, 1.197, 4.003)  0.22
H (0.825, 3.424, 4.743)  0.30
H (1.521, 2.534, 6.252)  0.35
H (-3.324, 2.497, 8.208)  0.25
H (-2.805, 0.770, 7.425)  0.14
H (-2.490, 1.157, 9.243)  0.30
H (1.544, 1.574, 8.586)  0.24
H (0.623, 0.086, 7.676)  0.19
H (0.133, 0.652, 9.439)  0.35
H (-0.636, 4.967, 8.090)  0.31
H (-1.620, 4.153, 9.477)  0.26
H (0.271, 3.988, 9.545)  0.06
H (-2.732, -0.802, 2.495)  0.45
H (-0.794, -1.517, 5.676)  -0.17
Cl (5.606, 3.334, -0.087)  -0.15
C (5.977, 4.223, -1.585)  -0.12
C (4.817, 5.093, -2.040)  -0.49
Cl (3.429, 4.127, -2.599)  -0.15
H (6.258, 3.494, -2.351)  0.31
H (6.850, 4.848, -1.373)  -0.02
H (5.128, 5.718, -2.882)  0.33
H (4.470, 5.753, -1.238)  0.31
Cl (-6.403, 2.549, 4.045)  -0.20
C (-5.992, 1.055, 4.923)  0.02
C (-7.224, 0.352, 5.470)  -0.44
Cl (-7.996, 1.271, 6.784)  -0.21
H (-5.288, 1.313, 5.721)  0.12
H (-5.475, 0.403, 4.212)  0.02
H (-6.942, -0.621, 5.886)  0.33
H (-7.971, 0.183, 4.688)  0.34
Cl (2.780, -3.569, -5.497)  -0.18
C (3.681, -5.084, -5.755)  0.24
C (4.115, -5.724, -4.446)  -0.51
Cl (5.364, -4.769, -3.611)  -0.24
H (4.538, -4.863, -6.399)  0.29
H (3.014, -5.760, -6.297)  -0.37
H (4.548, -6.710, -4.641)  0.36
H (3.271, -5.853, -3.762)  0.38
Cl (9.927, 3.664, -1.142)  -0.17
C (10.451, 4.662, 0.237)  -0.41
C (9.279, 5.317, 0.951)  -0.44
Cl (8.496, 6.567, -0.046)  -0.20
H (11.163, 5.406, -0.135)  0.31
H (10.982, 3.997, 0.924)  0.29
H (9.629, 5.811, 1.862)  0.35
H (8.519, 4.581, 1.233)  0.28
Cl (2.052, 3.827, 11.831)  -0.16
C (1.795, 5.197, 12.940)  -0.45
C (1.041, 6.339, 12.278)  -0.45
Cl (2.009, 7.146, 11.021)  -0.18
H (2.773, 5.521, 13.311)  0.33
H (1.220, 4.813, 13.789)  0.28
H (0.791, 7.100, 13.023)  0.35
H (0.109, 5.992, 11.819)  0.29
Cl (-2.404, -6.255, -0.644)  -0.18
C (-1.386, -7.167, 0.498)  -0.46
C (-0.255, -6.321, 1.062)  -0.04
Cl (0.964, -5.917, -0.171)  -0.14
H (-1.006, -8.054, -0.019)  0.34
H (-2.041, -7.500, 1.309)  0.29
H (0.263, -6.873, 1.852)  0.34
H (-0.628, -5.385, 1.491)  -0.22
Cl (10.565, -7.356, -4.871)  -0.18
C (10.168, -5.680, -5.327)  -0.46
C (8.707, -5.345, -5.070)  -0.41
Cl (7.612, -6.223, -6.165)  -0.18
H (10.433, -5.543, -6.380)  0.32
H (10.810, -5.029, -4.727)  0.32
H (8.535, -4.278, -5.239)  0.31
H (8.416, -5.578, -4.041)  0.29
Cl (2.230, -7.551, -7.657)  -0.24
C (1.866, -6.305, -8.877)  -0.41
C (1.458, -6.909, -10.211)  -0.51
Cl (2.812, -7.736, -11.019)  -0.18
H (2.746, -5.662, -8.979)  0.34
H (1.047, -5.700, -8.477)  0.35
H (1.119, -6.119, -10.889)  0.34
H (0.641, -7.629, -10.094)  0.32
Cl (-4.662, -0.634, -4.957)  -0.24
C (-5.490, 0.906, -5.297)  0.13
C (-6.486, 0.783, -6.438)  -0.51
Cl (-5.685, 0.520, -8.006)  -0.18
H (-4.727, 1.662, -5.507)  -0.08
H (-6.010, 1.194, -4.378)  0.19
H (-7.064, 1.708, -6.528)  0.30
H (-7.188, -0.040, -6.273)  0.36
Cl (-4.810, 4.228, -3.026)  -0.07
C (-5.174, 5.473, -4.246)  -0.55
C (-5.582, 4.869, -5.580)  -0.41
Cl (-4.228, 4.042, -6.388)  -0.17
H (-4.294, 6.116, -4.348)  0.32
H (-5.993, 6.078, -3.846)  0.30
H (-5.921, 5.659, -6.258)  0.38
H (-6.399, 4.149, -5.463)  0.24
Cl (-8.873, -1.801, -8.519)  -0.18
C (-7.972, -3.316, -8.777)  -0.42
C (-7.538, -3.956, -7.468)  -0.54
Cl (-6.289, -3.001, -6.632)  -0.08
H (-7.115, -3.095, -9.421)  0.29
H (-8.640, -3.992, -9.319)  0.33
H (-7.105, -4.942, -7.663)  0.31
H (-8.383, -4.085, -6.784)  0.30

=====

Entry 3:
A structure of composition C24H32ClN2O4P2Y, computed with ωB97M-V with the def2-TZVPD basis set.

- Molar mass: 598.837 g mol⁻¹
- Spin multiplicity: 1
- Gap between HOMO and LUMO: 3.501 eV
- HOMO: -13.23 eV
- Largest force on an atom: 6.12 eV/A
- Charge: +2
- Electronic energy: -2524.982219 Ha

Each line ends with the Mulliken charge.
CARTESIAN COORDINATES (ANGSTROEM)
C (0.267, 0.453, -5.678)  -0.73
C (1.098, 0.705, -4.552)  0.86
H (0.925, 0.258, -6.530)  0.41
H (-0.345, 1.344, -5.895)  0.30
H (-0.404, -0.408, -5.498)  0.16
O (2.157, 0.953, -4.136)  -0.15
Cl (-2.511, 0.486, -3.387)  -0.41
Y (-0.601, 0.398, -1.769)  -0.55
P (-0.096, 3.020, -2.426)  1.17
C (1.374, 3.873, -1.796)  -1.18
C (-0.553, 3.836, -3.980)  -1.27
H (-0.748, 4.902, -3.820)  0.48
H (-1.750, 4.592, -1.522)  0.47
H (-1.465, 3.368, -4.373)  0.34
H (-2.392, 2.929, -1.532)  0.51
H (2.232, 3.592, -2.418)  0.36
H (0.254, 3.727, -4.712)  0.38
C (-1.497, 3.542, -1.315)  -1.35
H (1.247, 4.962, -1.825)  0.48
H (-1.228, 3.416, -0.253)  0.31
H (1.545, 3.543, -0.759)  0.25
P (0.056, -2.101, -2.634)  1.36
C (1.535, -2.858, -1.895)  -1.07
C (-1.356, -2.740, -1.609)  -1.32
H (-1.168, -2.555, -4.643)  0.38
H (-0.263, -3.992, -4.123)  0.47
H (0.595, -2.646, -4.918)  0.39
C (-0.215, -2.904, -4.229)  -1.33
H (-2.257, -2.114, -1.761)  0.54
H (-1.599, -3.759, -1.943)  0.47
H (1.483, -3.953, -1.975)  0.49
H (1.611, -2.563, -0.836)  0.06
H (-1.081, -2.739, -0.540)  0.27
H (2.419, -2.499, -2.442)  0.39
C (1.879, 0.462, -1.455)  0.32
O (2.979, 0.461, -1.126)  -0.13
O (0.552, 2.632, 0.860)  -0.71
C (0.170, 1.523, 1.247)  -0.81
N (-0.056, 1.166, 2.553)  0.08
C (-0.054, -0.264, 2.712)  3.81
C (-0.002, -0.704, 1.274)  -1.53
O (0.152, -1.890, 0.912)  -0.84
N (-0.086, 0.387, 0.469)  1.79
C (1.200, -0.614, 3.498)  -0.66
C (2.235, -1.361, 2.936)  -0.31
C (3.389, -1.601, 3.685)  -0.90
C (3.497, -1.086, 4.976)  -0.51
C (2.468, -0.308, 5.522)  -0.96
C (1.310, -0.075, 4.784)  -0.08
C (-1.368, -0.713, 3.306)  -0.20
C (-1.432, -1.561, 4.411)  -0.23
C (-2.678, -1.846, 4.974)  -0.95
C (-3.845, -1.341, 4.395)  -0.51
C (-3.774, -0.542, 3.243)  -0.82
C (-2.529, -0.239, 2.691)  -0.38
H (0.184, 1.837, 3.275)  0.37
H (2.148, -1.787, 1.936)  0.51
H (4.182, -2.196, 3.237)  0.44
H (4.394, -1.283, 5.560)  0.41
H (2.543, 0.111, 6.522)  0.41
H (0.489, 0.515, 5.207)  0.42
H (-0.523, -1.979, 4.842)  0.54
H (-2.729, -2.456, 5.872)  0.44
H (-4.819, -1.560, 4.837)  0.41
H (-4.676, -0.140, 2.779)  0.42
H (-2.465, 0.381, 1.789)  0.21